1.
Here is an isolated molecule of C4H7NO in a non-equilibrium geometry from the Open Molecules 2025 dataset. Energies are from ωB97M-V/def2-TZVPD.

CARTESIAN COORDINATES (ANGSTROEM)
H: -0.82 2.28 0.28
C: 1.02 0.60 0.21
C: -0.48 -1.69 -1.56
H: -1.28 -2.41 -1.52
H: -0.37 -1.10 -2.46
O: 1.34 -0.60 -0.40
H: 1.50 1.41 -0.32
C: 0.32 -1.52 -0.50
H: -0.38 2.58 1.82
C: 0.07 0.76 1.13
H: 0.21 -2.07 0.43
N: -0.76 1.86 1.21
H: -0.36 -0.09 1.67

Relative energy (zero: lowest compared OMol25 entry of this formula, charge and spin) = 73.3 kcal per mole
LUMO level = 1.089 eV
SMILES string = C=CO/C=C/N
HOMO energy = -8.62 eV
E_tot = -286.51481 hartree
Strongest force on any atom = 2.638 eV/A
Frontier orbital gap = 0.357 hartree

2.
Here is a structure of composition C4H7NO in a non-equilibrium geometry from the Open Molecules 2025 dataset. Energies are from ωB97M-V/def2-TZVPD.

CARTESIAN COORDINATES (ANGSTROEM)
C: 1.38 0.40 0.06
H: 1.94 -0.59 0.11
C: -0.14 0.12 -0.02
H: -0.42 0.24 2.15
C: -0.96 0.19 -1.77
N: -0.95 1.00 -0.76
C: -0.61 -0.47 1.26
H: 1.71 0.97 -0.73
H: -1.42 0.39 -2.65
H: 1.64 0.71 1.03
H: -1.69 -0.71 1.10
H: -0.15 -1.37 1.44
O: -0.33 -0.86 -1.22

Relative energy (zero: lowest compared OMol25 entry of this formula, charge and spin) = 61.6 kcal per mole
LUMO level = 1.027 eV
HOMO energy = -9.72 eV
E_tot = -286.53351 hartree
Strongest force on any atom = 5.973 eV/A
Frontier orbital gap = 0.395 hartree

3.
Here is a structure of composition C4H7NO from the Open Molecules 2025 dataset. Energies are from ωB97M-V/def2-TZVPD.

CARTESIAN COORDINATES (ANGSTROEM)
H: 1.53 -1.22 -0.74
H: -1.21 0.12 -1.37
C: -1.54 0.83 0.73
N: -0.23 0.69 1.31
C: 1.29 -1.02 0.31
H: 1.13 1.75 -1.00
C: -1.25 -0.24 -0.34
H: -1.84 -1.15 -0.29
H: 1.23 1.39 -1.64
H: 1.15 -1.98 0.80
O: -2.45 1.54 1.01
C: 0.05 -0.23 0.43
H: 2.13 -0.50 0.79

Relative energy (zero: lowest compared OMol25 entry of this formula, charge and spin) = 57.8 kcal per mole
LUMO level = 0.656 eV
HOMO energy = -9.86 eV
E_tot = -286.53953 hartree
Strongest force on any atom = 0.721 eV/A
Frontier orbital gap = 0.387 hartree

4.
Here is a cluster of 2 separate species, C4H7NO in total in a non-equilibrium geometry from the Open Molecules 2025 dataset. Energies are from ωB97M-V/def2-TZVPD.

CARTESIAN COORDINATES (ANGSTROEM)
O: 0.58 -1.78 1.45
H: -2.09 -2.66 0.17
H: 0.47 1.06 1.35
H: -1.77 -0.96 -0.59
H: -0.66 2.06 0.29
C: 0.22 1.42 0.35
H: 2.19 1.58 -0.07
C: 0.58 0.61 -0.84
C: -0.39 -1.74 0.78
H: -0.06 0.67 -1.71
C: -1.48 -1.78 0.05
N: 1.31 1.84 -0.52
H: 1.10 -0.34 -0.72

Relative energy (zero: lowest compared OMol25 entry of this formula, charge and spin) = 69.7 kcal per mole
LUMO level = 0.888 eV
SMILES string = C1CN1.C=C=O
HOMO energy = -9.45 eV
E_tot = -286.52050 hartree
Strongest force on any atom = 1.313 eV/A
Frontier orbital gap = 0.380 hartree

5.
Here is an isolated molecule of C4H7NO in a non-equilibrium geometry from the Open Molecules 2025 dataset. Energies are from ωB97M-V/def2-TZVPD.

CARTESIAN COORDINATES (ANGSTROEM)
H: 0.99 -1.14 1.20
H: 1.98 1.12 -0.15
C: -1.14 0.47 -0.89
H: -2.67 -0.36 0.84
H: 0.31 1.55 -1.91
C: 1.26 0.33 -0.41
H: 1.81 -0.43 -1.00
C: 0.52 -0.25 0.78
H: -0.86 -1.53 -0.30
H: 0.41 0.50 1.56
O: -1.82 -0.56 1.25
C: -0.87 -0.56 0.21
N: 0.07 0.87 -1.20

Relative energy (zero: lowest compared OMol25 entry of this formula, charge and spin) = 59.4 kcal per mole
LUMO level = 0.923 eV
HOMO energy = -8.60 eV
E_tot = -286.53694 hartree
Strongest force on any atom = 1.159 eV/A
Frontier orbital gap = 0.350 hartree

6.
Here is a structure of composition C4H7NO from the Open Molecules 2025 dataset. Energies are from ωB97M-V/def2-TZVPD.

CARTESIAN COORDINATES (ANGSTROEM)
H: -0.22 -2.48 0.72
H: 1.44 -0.88 -1.38
H: -0.75 -1.99 -0.96
N: -0.82 2.41 0.27
C: 0.13 -0.33 0.27
C: -0.18 1.36 -0.28
H: 0.14 -0.11 1.33
H: 2.07 -1.38 0.26
H: -1.82 2.54 0.14
C: 1.21 -1.12 -0.35
O: -0.95 0.51 -0.88
C: -0.13 -1.77 -0.10
H: -0.29 3.18 0.65

Relative energy (zero: lowest compared OMol25 entry of this formula, charge and spin) = 125.6 kcal per mole
LUMO level (spin up / spin down) = 0.999 / 1.000 eV
HOMO energy (spin up / spin down) = -7.65 / -7.65 eV
E_tot = -286.43147 hartree
Strongest force on any atom = 0.617 eV/A
Frontier orbital gap (spin up / spin down) = 0.318 / 0.318 hartree

7.
Here is a structure of composition C4H7NO from the Open Molecules 2025 dataset. Energies are from ωB97M-V/def2-TZVPD.

CARTESIAN COORDINATES (ANGSTROEM)
C: 0.18 -0.47 0.44
H: 1.10 1.68 0.87
H: -0.93 1.40 1.13
H: -0.89 -0.92 -1.40
H: 2.12 0.71 -0.23
C: 1.11 0.81 0.19
C: 0.05 -0.49 -1.07
H: 0.89 -0.80 -1.70
N: -0.03 0.98 -0.79
H: -1.90 0.16 0.20
O: 0.05 -1.67 1.15
H: -0.82 -1.98 0.83
C: -0.91 0.59 0.40

Relative energy (zero: lowest compared OMol25 entry of this formula, charge and spin) = 94.4 kcal per mole
LUMO level = 0.803 eV
HOMO energy = -9.61 eV
E_tot = -286.48122 hartree
Strongest force on any atom = 0.829 eV/A
Frontier orbital gap = 0.383 hartree

8.
Here is a cluster of 2 separate species, C4H7NO in total from the Open Molecules 2025 dataset. Energies are from ωB97M-V/def2-TZVPD.

CARTESIAN COORDINATES (ANGSTROEM)
H: 2.05 0.35 0.36
C: -1.11 -0.62 -0.35
C: 0.34 -0.73 -0.68
H: -1.62 -1.66 0.14
N: 0.84 0.41 -1.44
H: -1.09 -2.00 0.84
C: -0.03 1.06 0.82
H: 0.09 1.04 -1.73
H: 0.08 0.83 1.89
H: -0.11 2.15 0.70
O: -1.28 0.50 0.36
H: 0.79 -1.70 -0.90
C: 1.03 0.40 0.00

Relative energy (zero: lowest compared OMol25 entry of this formula, charge and spin) = 135.9 kcal per mole
LUMO level = 0.556 eV
HOMO energy = -8.32 eV
E_tot = -286.41514 hartree
Strongest force on any atom = 0.337 eV/A
Frontier orbital gap = 0.326 hartree

Copy entry 3 word for word.
Here is a structure of composition C4H7NO from the Open Molecules 2025 dataset. Energies are from ωB97M-V/def2-TZVPD.

CARTESIAN COORDINATES (ANGSTROEM)
H: 1.53 -1.22 -0.74
H: -1.21 0.12 -1.37
C: -1.54 0.83 0.73
N: -0.23 0.69 1.31
C: 1.29 -1.02 0.31
H: 1.13 1.75 -1.00
C: -1.25 -0.24 -0.34
H: -1.84 -1.15 -0.29
H: 1.23 1.39 -1.64
H: 1.15 -1.98 0.80
O: -2.45 1.54 1.01
C: 0.05 -0.23 0.43
H: 2.13 -0.50 0.79

Relative energy (zero: lowest compared OMol25 entry of this formula, charge and spin) = 57.8 kcal per mole
LUMO level = 0.656 eV
HOMO energy = -9.86 eV
E_tot = -286.53953 hartree
Strongest force on any atom = 0.721 eV/A
Frontier orbital gap = 0.387 hartree

The lowest strongest force on any atom belongs to which entry?
number 8

What is the formula in the second record?
C4H7NO